No. 1
# C7H8N4

A single C7H8N4 molecule (ωB97M-V/def2-TZVPD, the Open Molecules 2025 dataset).

Results
2S+1: 1
Relative energy (zero: lowest compared OMol25 entry of this formula, charge and spin): 446.8 kJ/mol
Frontier orbital gap (spin up / spin down): 7.6 / 7.6 eV
HOMO energy (spin up / spin down): -0.2615 / -0.2617 Eh

CARTESIAN COORDINATES (ANGSTROEM)
N1 0.606 -0.783 -0.113
N2 -0.963 -0.946 -0.087
N3 0.791 3.204 0.712
N4 -1.711 -1.996 -0.316
C1 2.062 1.165 0.296
C2 1.947 2.528 0.567
C3 -0.332 2.636 0.414
C4 0.796 0.545 0.174
C5 -1.200 -3.188 -0.881
C6 -0.417 1.201 0.305
C7 -1.478 0.262 0.187
H1 3.078 0.791 0.123
H2 1.042 -1.657 0.046
H3 -1.208 3.082 0.715
H4 -1.138 -3.041 -1.955
H5 -0.419 -3.632 -0.282
H6 -2.476 0.555 0.011
H7 2.903 3.213 0.734
H8 -1.884 -3.938 -0.649

Cartesian forces (eV/Å) of the 6 atoms listed first:
-4.89 -0.20 -0.61
0.46 -0.45 -0.53
1.39 1.01 -0.79
0.22 1.95 1.22
-0.76 1.73 -0.16
2.02 1.33 0.57

Mulliken atomic charge list, values in e, 8 entries: N -0.219; N 0.886; N -0.533; N -1.137; C -0.715; C -0.101; C -0.683; C 0.819

No. 2
# C36H32BrMgN4O6S3

A molecular structure, C36H32BrMgN4O6S3 (ωB97M-V/def2-TZVPD, the Open Molecules 2025 dataset).

Results
2S+1: 1
Relative energy (zero: lowest compared OMol25 entry of this formula, charge and spin): 83.7 kJ/mol
Frontier orbital gap: 7.0 eV
Charge: -1
HOMO energy: -0.1737 Eh

CARTESIAN COORDINATES (ANGSTROEM)
Br1 -1.698 3.173 3.445
S1 -0.418 2.310 -1.058
S2 2.198 -1.225 0.953
S3 -0.530 -1.236 -2.760
Mg1 -0.705 -0.111 1.382
O1 2.269 0.149 0.504
O2 -3.938 -0.819 -0.865
O3 -0.210 -0.621 4.778
O4 -1.844 -0.635 -0.087
O5 -0.060 0.655 2.940
O6 3.193 -1.593 1.933
N1 -2.584 1.403 1.488
N2 -0.150 1.536 0.253
N3 0.699 -1.578 1.349
N4 -1.786 -1.633 2.404
C1 2.621 -2.188 -0.521
C2 1.263 -3.579 2.656
C3 3.388 2.130 -2.493
C4 -0.127 6.407 -1.223
C5 0.440 4.374 0.581
C6 2.710 -1.540 -1.742
C7 0.830 -4.652 3.437
C8 -0.835 -2.784 -1.886
C9 2.300 2.351 -1.666
C10 3.195 1.707 -3.801
C11 0.391 -2.592 2.210
C12 3.168 -2.224 -2.858
C13 -0.960 -2.654 2.689
C14 2.963 -3.527 -0.419
C15 3.516 -3.563 -2.757
C16 -0.478 -4.775 3.821
C17 0.666 5.695 0.935
C18 -0.358 5.087 -1.578
C19 -3.022 -1.664 2.826
C20 -2.816 2.573 2.049
C21 0.237 0.309 4.121
C22 0.382 6.708 0.032
C23 -0.061 4.082 -0.673
C24 -1.387 -3.759 3.476
C25 1.022 2.132 -2.154
C26 -3.383 1.040 0.482
C27 0.818 1.708 -3.456
C28 1.913 1.503 -4.284
C29 -3.855 3.422 1.687
C30 -0.055 -1.949 -4.370
C31 -3.038 -0.275 -0.227
C32 -3.552 -2.726 3.573
C33 -4.700 3.021 0.667
C34 -4.452 1.811 0.046
C35 3.399 -4.216 -1.539
C36 -2.732 -3.769 3.899
H1 -0.187 1.529 -3.810
H2 4.049 1.532 -4.442
H3 0.087 -3.363 -1.842
H4 3.260 -1.706 -3.803
H5 1.003 0.977 4.610
H6 0.683 -2.736 -4.220
H7 -0.344 7.202 -1.924
H8 0.550 7.740 0.310
H9 1.762 1.181 -5.307
H10 -0.821 -5.617 4.408
H11 -3.646 -0.815 2.570
H12 2.312 -3.488 2.428
H13 3.885 -4.102 -3.621
H14 -5.060 1.438 -0.765
H15 -0.933 -2.345 -4.877
H16 0.834 1.373 0.463
H17 1.551 -5.401 3.738
H18 4.388 2.284 -2.113
H19 0.381 -1.152 -4.969
H20 2.450 2.675 -0.647
H21 -3.089 -4.605 4.490
H22 2.897 -4.028 0.535
H23 -1.155 -2.496 -0.890
H24 -1.627 -3.339 -2.385
H25 -5.535 3.646 0.379
H26 -3.988 4.357 2.209
H27 1.054 5.927 1.917
H28 2.430 -0.500 -1.794
H29 -0.761 4.836 -2.551
H30 3.674 -5.259 -1.451
H31 0.636 3.562 1.270
H32 -4.588 -2.707 3.882

Cartesian forces (eV/Å) of the 6 atoms listed first:
0.06 0.10 0.21
0.75 0.74 -0.09
0.62 -0.44 -0.22
0.00 -0.24 -0.28
-1.10 0.48 -0.41
-0.30 0.11 -0.11

Mulliken atomic charge list, values in e, 8 entries: Br -0.103; S -0.118; S 0.755; S 0.252; Mg 0.458; O -0.616; O -0.837; O -0.606

No. 3
# C29H59BN3O18

6 unconnected molecules or ions with the total composition C29H59BN3O18 (ωB97M-V/def2-TZVPD, the Open Molecules 2025 dataset).

Results
2S+1: 1
Frontier orbital gap: 9.3 eV
Charge: +1
HOMO energy: -0.4492 Eh

CARTESIAN COORDINATES (ANGSTROEM)
O1 0.309 0.288 -2.665
O2 -9.673 0.087 -0.812
O3 -8.012 -0.196 -2.164
O4 -9.281 1.663 -2.386
O5 0.683 1.443 4.230
O6 7.004 -3.184 -5.230
O7 -4.724 1.958 3.004
O8 2.563 2.161 5.011
O9 7.106 -1.514 -3.862
O10 8.546 -3.238 -3.578
O11 -6.014 3.478 2.165
O12 8.518 -0.679 1.351
O13 7.658 1.040 0.147
O14 -6.349 2.836 4.308
O15 3.058 -0.721 -0.336
O16 9.806 0.879 0.341
O17 2.554 1.161 2.986
O18 -3.495 -1.463 1.456
N1 -4.226 -2.717 -0.485
N2 -2.433 -0.801 -0.653
N3 -1.516 1.090 -1.307
C1 2.685 -3.173 -0.822
C2 -0.070 0.773 3.219
C3 1.991 1.556 3.976
C4 -9.018 0.629 -1.834
C5 -10.817 0.825 -0.348
C6 -2.492 0.523 -0.606
C7 1.502 -0.450 -2.261
C8 7.702 -0.830 -2.748
C9 6.329 0.589 0.442
C10 -12.008 0.634 -1.263
C11 9.016 -0.190 -3.142
C12 0.123 -0.729 3.295
C13 8.649 0.307 0.676
C14 5.916 0.969 1.848
C15 10.955 0.256 0.922
C16 -4.280 1.193 4.129
C17 -7.086 4.432 2.275
C18 -3.675 -3.299 -1.721
C19 -7.280 0.217 -3.318
C20 -0.739 0.081 -1.881
C21 7.640 -2.701 -4.159
C22 7.540 -4.416 -5.719
C23 3.575 -1.898 -0.966
C24 -6.651 5.670 3.028
C25 -5.766 2.766 3.263
C26 3.988 2.265 4.916
C27 1.739 -0.411 -0.729
C28 -5.651 -2.292 -0.622
C29 -1.318 -1.073 -1.443
B1 -3.406 -1.711 0.091
H1 10.973 0.435 1.997
H2 -3.534 0.486 3.768
H3 6.867 -4.777 -6.493
H4 -6.235 -2.786 0.173
H5 11.833 0.715 0.475
H6 5.669 1.080 -0.273
H7 4.441 1.279 5.014
H8 3.874 -1.697 -2.012
H9 10.973 -0.812 0.713
H10 9.417 0.402 -2.319
H11 6.041 2.042 2.005
H12 6.535 0.464 2.590
H13 -6.003 -2.686 -1.586
H14 1.359 -1.495 -2.586
H15 -5.807 -1.207 -0.527
H16 -11.050 0.432 0.641
H17 0.185 1.164 2.231
H18 8.523 -4.247 -6.157
H19 4.322 2.890 5.740
H20 -5.755 6.099 2.576
H21 7.000 -0.053 -2.447
H22 -0.953 -2.067 -1.684
H23 1.156 -1.004 3.081
H24 -1.117 1.017 3.403
H25 -6.405 5.437 4.064
H26 4.519 -2.121 -0.443
H27 9.755 -0.944 -3.416
H28 7.820 -1.507 -1.899
H29 -4.119 -4.293 -1.901
H30 -3.788 -0.535 1.522
H31 -5.097 0.634 4.581
H32 -7.358 4.701 1.255
H33 4.288 2.730 3.978
H34 6.242 -0.486 0.273
H35 8.882 0.455 -4.012
H36 1.830 -3.037 -0.145
H37 -0.525 -1.238 2.578
H38 -7.961 3.969 2.732
H39 -12.221 -0.428 -1.398
H40 -1.347 2.085 -1.405
H41 3.287 -3.983 -0.383
H42 1.555 0.631 -0.398
H43 -12.891 1.122 -0.851
H44 -7.895 0.111 -4.210
H45 -0.103 -1.093 4.298
H46 1.043 -1.038 -0.147
H47 2.365 -0.010 -2.774
H48 -6.929 1.243 -3.217
H49 7.598 -5.163 -4.929
H50 4.874 0.703 2.030
H51 2.389 -3.495 -1.833
H52 -11.817 1.049 -2.252
H53 -3.814 1.845 4.867
H54 -7.442 6.420 3.024
H55 -10.567 1.879 -0.227
H56 -3.863 -2.686 -2.624
H57 -3.173 1.200 -0.090
H58 -6.417 -0.442 -3.407
H59 -2.599 -3.472 -1.587

Cartesian forces (eV/Å) of the 6 atoms listed first:
0.17 0.57 0.59
0.25 0.00 0.08
0.17 0.01 0.07
0.16 0.02 0.02
-0.04 0.19 -0.09
-0.07 0.00 0.09

Mulliken atomic charge list, values in e, 8 entries: O -0.480; O -0.345; O -0.283; O -0.538; O -0.404; O -0.349; O -0.240; O -0.374

No. 4
# C2H3N3O5S2

A molecular structure, C2H3N3O5S2 (ωB97M-V/def2-TZVPD, the Open Molecules 2025 dataset).

Results
2S+1: 1
Relative energy (zero: lowest compared OMol25 entry of this formula, charge and spin): 174.2 kJ/mol
Frontier orbital gap: 9.2 eV
HOMO energy: -0.3978 Eh

CARTESIAN COORDINATES (ANGSTROEM)
S1 0.090 -1.530 0.365
S2 2.216 1.395 0.113
O1 -0.652 -1.429 1.530
O2 0.748 -2.775 0.075
O3 3.588 1.050 0.081
O4 -1.723 -0.520 -1.048
O5 1.772 2.285 1.131
N1 1.275 1.364 -1.356
N2 -0.574 -1.097 -1.128
N3 1.199 -0.178 0.205
C1 -2.089 0.259 0.136
C2 0.850 0.212 -1.005
H1 -1.212 0.691 0.585
H2 -2.887 0.868 -0.381
H3 -2.601 -0.594 0.697

Cartesian forces (eV/Å) of the 6 atoms listed first:
4.91 -2.73 -0.95
-0.09 0.15 1.58
-1.75 0.47 2.09
-0.34 1.25 0.26
-0.07 0.00 -0.87
-1.25 0.65 -0.99

Mulliken atomic charge list, values in e, 8 entries: S 1.058; S 0.968; O -0.474; O -0.560; O -0.445; O -0.141; O -0.467; N -0.505

No. 5
# CHN2O5

2 unconnected molecules or ions with the total composition CHN2O5 (ωB97M-V/def2-TZVPD, the Open Molecules 2025 dataset).

Results
2S+1: 1
Relative energy (zero: lowest compared OMol25 entry of this formula, charge and spin): 93.3 kJ/mol
Frontier orbital gap: 8.9 eV
Charge: -1
HOMO energy: -0.1829 Eh

CARTESIAN COORDINATES (ANGSTROEM)
O1 2.648 0.413 0.234
O2 0.097 0.857 0.341
O3 0.164 -0.704 -2.689
O4 2.937 0.690 -1.901
O5 -0.477 -1.270 -0.604
N1 2.311 0.583 -0.899
N2 0.361 0.837 -0.959
C1 -0.022 -0.547 -1.502
H1 -0.220 -0.109 0.512

Cartesian forces (eV/Å) of the 6 atoms listed first:
0.83 -0.03 0.21
-0.34 -0.40 -0.25
0.02 0.05 -0.57
0.84 0.08 -0.35
-0.40 -0.62 0.68
-3.35 0.00 0.18

Mulliken atomic charge list, values in e, 8 entries: O -0.503; O -0.329; O -0.638; O -0.524; O -0.728; N 0.736; N -0.123; C 0.732